No. 1
DFT (ωB97M-V with the def2-TZVPD basis set) results for a structure of composition C4H6CuO3.

multiplicity	3
highest occupied orbital energy (alpha / beta)	-24.50 / -25.01	eV
total charge	+3

Each line ends with the Mulliken spin population.
Geometry (Å):
Cu -2.29 1.30 0.54  0.699
O 1.11 -0.74 0.47  0.144
O 0.79 0.27 -1.40  0.009
O -0.74 0.54 0.22  0.241
C 0.31 1.33 -2.28  0.000
C 0.27 0.10 -0.27  0.028
C 1.23 -2.04 2.43  0.142
C 0.62 -1.64 1.22  0.662
H 1.96 -1.34 2.86  0.050
H 0.96 -2.88 1.08  0.024
H 0.36 2.28 -1.74  0.001
H 0.60 -2.61 3.10  -0.001
H -0.71 1.09 -2.60  0.000
H 1.01 1.32 -3.12  0.001



No. 2
DFT (ωB97M-V with the def2-TZVPD basis set) results for a structure of composition C4H6ErFO4.

multiplicity	4
highest occupied orbital energy (alpha / beta)	-17.56 / -15.31	eV
total charge	+2

Each line ends with the Mulliken spin population.
Geometry (Å):
Er -4.24 3.26 5.87  2.000
F -1.35 1.52 1.81  0.008
O -2.57 3.73 4.16  0.002
O -2.62 3.37 1.97  0.015
O -4.20 2.53 3.35  0.007
O -3.49 0.48 -0.21  0.736
C -2.37 2.20 1.20  0.057
C -3.86 1.07 -1.42  0.023
C -3.18 3.27 3.16  -0.006
C -3.61 1.32 1.07  -0.006
H -3.71 2.17 -1.42  0.016
H -2.01 2.58 0.24  0.002
H -3.60 0.54 1.84  0.006
H -4.93 0.87 -1.65  0.086
H -4.49 1.97 0.91  0.017
H -3.23 0.64 -2.22  0.037



No. 3
DFT (ωB97M-V with the def2-TZVPD basis set) results for a structure of composition C4H6EuMgO5.

multiplicity	8
highest occupied orbital energy (alpha / beta)	-13.46 / -14.15	eV
total charge	+2

Each line ends with the Mulliken spin population.
Geometry (Å):
Eu -1.89 0.59 0.63  7.159
Mg -1.81 3.30 4.95  0.049
O -0.65 2.76 1.61  0.005
O 0.18 4.20 0.10  0.006
O -0.22 3.95 6.32  -0.002
O -2.26 3.04 6.80  0.001
O -1.41 4.98 4.09  -0.127
C -0.10 5.33 5.95  -0.005
C -0.15 3.72 1.11  0.019
C -0.14 5.38 4.42  -0.033
C -1.16 3.57 7.38  -0.003
H -1.35 4.48 7.98  0.003
H 0.89 5.04 4.18  -0.026
H -0.60 2.84 7.99  0.000
H 0.86 5.72 6.33  -0.002
H 0.07 6.04 3.37  -0.042
H -0.94 5.88 6.39  -0.001



No. 4
DFT (ωB97M-V with the def2-TZVPD basis set) results for a structure of composition C4H6F12KO15S4.

highest occupied orbital energy	-1.17	eV
total charge	-3

Each line ends with the Mulliken charge.
Geometry (Å):
K 0.50 -0.37 -1.06  0.861
S 0.97 4.74 0.12  1.101
S 2.16 -0.64 2.87  1.165
S -1.40 -3.97 -0.20  1.143
S -2.57 1.84 -2.94  1.162
F -0.54 -4.16 2.26  -0.199
F 1.85 0.07 5.53  -0.255
F -4.16 -0.21 -3.72  -0.211
F -2.77 -4.54 2.12  -0.247
F -4.98 1.69 -4.41  -0.237
F -1.94 -2.45 1.94  -0.317
F 2.88 2.95 -0.50  -0.222
F 1.49 2.37 1.14  -0.117
F 1.91 1.70 4.12  -0.224
F 0.09 0.54 4.25  -0.197
F -3.24 0.73 -5.44  -0.250
F 0.75 2.25 -0.93  -0.176
O 3.14 0.20 -2.15  -0.442
O -1.24 -2.57 -0.73  -0.558
O 3.63 -0.36 2.86  -0.713
O -1.51 0.86 -2.67  -0.603
O -1.09 0.06 1.64  -0.614
O 1.64 -2.96 -1.30  -0.461
O -0.23 -4.85 -0.36  -0.859
O 1.98 5.43 0.92  -0.700
O 1.93 -2.02 3.28  -0.710
O 0.96 5.33 -1.27  -0.716
O -3.37 2.16 -1.74  -0.673
O -2.65 -4.62 -0.63  -0.718
O -0.36 4.68 0.69  -0.639
O -2.06 3.04 -3.56  -0.660
O 1.48 -0.13 1.68  -0.584
C 1.59 2.90 -0.06  0.491
C -1.70 -3.76 1.73  0.538
C 1.43 0.49 4.32  0.558
C -3.82 0.96 -4.21  0.453
H 3.93 -0.23 -1.82  0.247
H -0.17 -0.19 1.70  0.212
H 1.07 -3.70 -1.10  0.326
H 2.53 -3.29 -1.19  0.227
H -1.56 -0.78 1.65  0.584
H 3.46 0.80 -2.82  0.235



No. 5
DFT (ωB97M-V with the def2-TZVPD basis set) results for the ion C4H6F4N with charge +1.

highest occupied orbital energy	-17.28	eV
total charge	+1

Each line ends with the Mulliken charge.
Geometry (Å):
F 0.25 -2.62 -1.51  -0.162
F -1.77 -2.00 -1.60  -0.162
F 0.61 0.09 -3.22  -0.161
F -1.53 0.37 -2.52  -0.188
N -0.21 -0.07 -2.05  0.380
C -0.37 -1.26 0.27  -0.429
C -0.61 -1.80 -1.06  0.836
C 0.07 0.24 0.32  -0.696
C 0.18 0.88 -1.07  -0.427
H 1.25 1.18 -1.24  0.320
H -0.61 0.78 0.92  0.442
H 0.38 -2.00 0.71  0.338
H -1.28 -1.23 0.98  0.295
H -0.53 1.81 -0.97  0.258
H 0.99 0.32 0.83  0.356



No. 6
DFT (ωB97M-V with the def2-TZVPD basis set) results for a cluster of 2 separate species, C4H6FN in total.

highest occupied orbital energy (alpha / beta)	-10.62 / -10.50	eV

Each line ends with the Mulliken charge.
Geometry (Å):
F 1.64 0.49 -1.39  -0.621
N -1.35 0.57 -2.37  -0.353
C 0.00 -1.32 0.18  -1.340
C -0.84 0.38 -1.36  0.010
C -0.21 0.07 -0.15  1.390
C 0.05 1.06 0.90  -1.238
H 0.98 -1.61 0.01  0.385
H -0.67 1.93 0.98  0.350
H -0.21 -1.64 1.25  0.356
H -0.65 -2.13 -0.44  0.319
H 0.98 1.69 0.61  0.347
H 0.27 0.51 1.78  0.394



No. 7
DFT (ωB97M-V with the def2-TZVPD basis set) results for the molecule C4H6FN3.

highest occupied orbital energy	-7.62	eV
SMILES string	Nc1c[nH]c(F)c1N

Each line ends with the Mulliken charge.
Geometry (Å):
F -2.37 0.68 -0.06  -0.283
N 2.38 -0.43 -0.06  -0.603
N 0.96 1.72 0.17  -0.690
N -1.15 -1.08 0.33  -0.276
C -1.12 0.23 -0.04  -0.115
C 0.04 -1.55 -0.14  -0.547
C 1.01 -0.56 -0.18  0.026
C 0.23 0.57 -0.20  0.704
H 2.45 0.59 -0.13  0.428
H 2.78 -0.89 0.84  0.246
H 0.44 2.26 0.81  0.234
H 0.15 -2.57 0.23  0.313
H 1.30 2.47 -0.58  0.237
H -2.15 -1.51 -0.31  0.326



No. 8
DFT (ωB97M-V with the def2-TZVPD basis set) results for the molecule C4H6FNO.

highest occupied orbital energy	-10.16	eV
SMILES string	O=CN1C[C@H]1CF

Each line ends with the Mulliken charge.
Geometry (Å):
F 2.47 -0.87 0.10  -0.294
O -1.69 1.91 -0.87  -0.540
N -1.11 -0.04 0.21  -0.181
C -1.35 1.29 0.15  0.084
C 0.13 -0.71 0.43  0.072
C -0.59 -0.88 -0.83  -0.529
C 1.45 0.05 0.36  -0.397
H -1.20 1.78 1.10  0.390
H 0.08 -1.57 1.11  0.345
H -1.17 -1.79 -1.08  0.210
H -0.15 -0.41 -1.67  0.266
H 1.65 0.41 1.39  0.250
H 1.48 0.84 -0.41  0.324



No. 9
DFT (ωB97M-V with the def2-TZVPD basis set) results for the molecule C4H6FNO.

highest occupied orbital energy	-9.59	eV
SMILES string	C/C=N/C(=O)CF

Each line ends with the Mulliken charge.
Geometry (Å):
F 0.48 -1.30 -1.12  -0.286
O 2.48 0.85 0.95  -0.587
N 0.24 0.70 0.41  -0.197
C -2.09 0.25 0.53  -1.041
C 1.55 0.36 0.35  0.309
C 1.69 -0.96 -0.52  -0.099
C -0.88 0.88 -0.13  0.028
H -2.13 -0.76 0.09  0.246
H -0.97 1.33 -1.08  0.460
H 2.24 -1.86 0.05  0.257
H -2.90 0.84 0.19  0.349
H -2.13 0.26 1.53  0.350
H 2.42 -0.59 -1.25  0.211



No. 10
DFT (ωB97M-V with the def2-TZVPD basis set) results for the molecule C4H6FNO2.

highest occupied orbital energy	-11.41	eV
SMILES string	C[C@](O)(C#N)[C@@H](O)F

Each line ends with the Mulliken charge.
Geometry (Å):
F -2.34 -0.73 -0.49  -0.290
O -0.84 -1.89 0.76  -0.485
O -0.42 0.80 -1.75  -0.545
N -2.23 2.15 0.76  -0.434
C 0.96 0.64 0.50  -1.065
C -1.44 1.42 0.37  0.072
C -1.04 -0.96 -0.28  -0.145
C -0.45 0.47 -0.11  1.000
H 0.23 1.49 -1.88  0.289
H -0.59 -1.39 -1.21  0.342
H 1.52 1.34 -0.18  0.245
H 0.73 1.14 1.44  0.362
H 1.49 -0.27 0.73  0.314
H -1.21 -1.53 1.55  0.340



No. 11
DFT (ωB97M-V with the def2-TZVPD basis set) results for the molecule C4H6FNS.

highest occupied orbital energy	-8.13	eV
SMILES string	N/C(=C/C=S)CF

Each line ends with the Mulliken charge.
Geometry (Å):
S -2.25 -0.65 0.00  -0.338
F 2.17 -1.39 0.00  -0.351
N 2.07 1.11 0.00  -0.394
C 0.85 -0.95 -0.01  -0.534
C 0.85 0.56 0.00  1.069
C -1.63 0.89 0.00  -0.244
C -0.29 1.35 0.00  -0.794
H 0.34 -1.33 0.89  0.327
H -2.36 1.71 0.00  0.260
H 0.34 -1.33 -0.84  0.367
H -0.14 2.41 0.01  0.222
H 2.21 2.10 0.00  0.184
H 2.89 0.50 0.01  0.227



No. 12
DFT (ωB97M-V with the def2-TZVPD basis set) results for a cluster of 2 separate species, C4H6FO2S in total.

multiplicity	3
highest occupied orbital energy (alpha / beta)	-1.73 / -3.90	eV
total charge	-1

Each line ends with the Mulliken spin population.
Geometry (Å):
S -0.22 -0.16 -2.25  0.036
F 1.72 -0.75 -0.20  0.039
O -1.20 0.92 -2.03  0.022
O -0.84 -1.47 -2.30  0.085
C -0.13 -1.53 1.63  0.389
C 0.45 -0.30 -0.32  0.509
C -0.50 -0.84 0.61  -0.004
C 0.61 1.97 0.14  0.968
H 1.19 1.77 0.95  -0.023
H -0.48 2.14 0.37  -0.009
H -1.42 -0.45 0.20  -0.001
H -0.88 -2.03 2.28  0.007
H 0.75 2.44 -0.80  -0.018
H 0.94 -1.70 1.74  0.000



No. 13
DFT (ωB97M-V with the def2-TZVPD basis set) results for a structure of composition C4H6FeLiO2.

multiplicity	7
highest occupied orbital energy (alpha / beta)	-22.88 / -23.15	eV
total charge	+3

Each line ends with the Mulliken spin population.
Geometry (Å):
Fe 1.29 -0.28 -1.67  3.837
O 2.07 0.87 -0.43  0.217
O -2.23 -0.45 -1.15  0.035
C 0.20 1.36 0.99  0.555
C -1.44 -0.85 -0.18  -0.047
C 1.52 1.16 0.72  1.071
C -0.23 -1.51 -0.28  0.220
Li 3.84 1.11 0.17  -0.003
H -1.79 -0.63 0.84  0.002
H -2.85 0.23 -0.87  -0.003
H -0.26 -2.39 -0.94  0.005
H -0.13 1.29 2.03  0.046
H -0.37 1.87 0.20  0.064
H 0.38 -1.79 0.58  0.000



No. 14
DFT (ωB97M-V with the def2-TZVPD basis set) results for a structure of composition C4H6HgLiO2.

multiplicity	2
highest occupied orbital energy (alpha / beta)	-16.75 / -17.36	eV
total charge	+2

Each line ends with the Mulliken spin population.
Geometry (Å):
Hg 0.41 -0.63 -0.51  -0.003
O -3.09 -0.73 -0.01  0.006
O 1.19 0.53 0.72  0.050
C -1.13 -1.90 0.74  0.043
C -2.28 -1.16 0.92  0.015
C -0.68 1.19 2.08  0.166
C 0.62 0.88 1.84  0.678
Li 2.98 0.77 1.31  0.003
H -3.69 -0.04 0.31  0.000
H -2.56 -0.93 1.95  0.003
H -1.05 1.19 3.10  0.015
H -1.22 1.67 1.25  0.031
H -0.51 -2.23 1.58  -0.007
H -1.22 -2.73 0.02  0.000



No. 15
DFT (ωB97M-V with the def2-TZVPD basis set) results for a structure of composition C4H6HgO.

multiplicity	2
highest occupied orbital energy (alpha / beta)	-2.42 / -2.41	eV
total charge	-1

Each line ends with the Mulliken spin population.
Geometry (Å):
Hg 0.45 0.58 2.44  0.001
O -0.46 -0.83 1.24  0.006
C 1.41 0.14 -2.87  0.332
C -0.60 -0.81 -0.13  0.016
C 0.04 0.42 -0.79  0.066
C 0.20 0.34 -2.29  0.500
H -0.14 -1.71 -0.61  0.003
H 2.26 0.04 -2.15  0.104
H -0.58 1.29 -0.52  -0.001
H -1.68 -0.84 -0.44  -0.003
H 0.42 -0.85 -3.09  -0.031
H 1.03 0.58 -0.31  0.006



No. 16
DFT (ωB97M-V with the def2-TZVPD basis set) results for a structure of composition C4H6I2.

highest occupied orbital energy (alpha / beta)	-8.21 / -9.30	eV

Each line ends with the Mulliken charge.
Geometry (Å):
I -2.44 -0.44 -0.10  0.068
I 2.61 -0.34 -0.07  0.039
C 0.56 -1.09 -0.28  0.122
C -0.40 1.27 -1.15  -1.195
C 0.37 -2.37 -0.50  -0.681
C -0.44 0.00 -0.33  0.000
H 1.15 -3.07 -0.71  0.286
H 0.45 1.27 -1.75  0.407
H -0.49 2.19 -0.61  0.262
H -0.26 0.66 1.78  0.080
H -1.20 1.29 -1.84  0.436
H -0.64 -2.67 -0.52  0.175



No. 17
DFT (ωB97M-V with the def2-TZVPD basis set) results for a structure of composition C4H6I2O.

highest occupied orbital energy (alpha / beta)	-7.74 / -7.74	eV

Each line ends with the Mulliken charge.
Geometry (Å):
I -0.74 -0.35 2.12  0.382
I 2.73 0.24 1.85  0.012
O 1.95 -0.15 -1.04  -0.577
C -0.22 -1.18 -1.18  -0.870
C -1.16 1.63 0.52  -0.857
C 1.02 -0.71 -0.47  0.680
C 1.03 -0.84 0.98  -0.553
H -0.81 2.49 1.19  0.363
H -0.26 1.37 0.00  0.277
H -2.10 1.52 -0.01  0.341
H -1.02 -0.52 -0.89  0.175
H -0.39 -2.22 -0.80  0.352
H -0.03 -1.28 -2.29  0.276



No. 18
DFT (ωB97M-V with the def2-TZVPD basis set) results for a structure of composition C4H6I2S.

highest occupied orbital energy	-8.91	eV

Each line ends with the Mulliken charge.
Geometry (Å):
I 3.80 0.24 0.42  0.064
I -1.56 -2.44 0.23  0.147
S -0.91 -0.07 -1.94  -0.137
C 0.79 -0.42 0.35  0.009
C -0.56 -0.60 -0.19  -0.210
C -1.48 0.86 0.86  -0.858
C 1.86 0.01 -0.32  -0.669
H -0.91 1.84 0.92  0.278
H -2.43 1.00 0.43  0.373
H 0.93 -0.63 1.38  0.375
H -1.52 0.39 1.89  0.331
H 1.81 0.09 -1.38  0.184
H 0.16 -0.27 -2.63  0.113



No. 19
DFT (ωB97M-V with the def2-TZVPD basis set) results for a cluster of 2 separate species, C4H6IN2 in total.

highest occupied orbital energy (alpha / beta)	-13.27 / -12.94	eV
total charge	+1

Each line ends with the Mulliken charge.
Geometry (Å):
I 3.54 -0.03 1.38  0.039
N 0.30 -0.36 -0.13  0.172
N -0.81 1.51 -0.07  -0.024
C -0.40 -0.32 1.06  -0.239
C 0.02 0.77 -0.80  -0.141
C -1.09 0.85 1.09  -0.350
C 1.18 -1.32 -0.50  -0.523
H 0.41 1.04 -1.77  0.352
H -1.73 1.25 1.85  0.415
H -1.20 2.40 -0.33  0.233
H 1.23 -2.22 0.08  0.359
H 1.68 -1.24 -1.44  0.309
H -0.34 -1.10 1.79  0.395



No. 20
DFT (ωB97M-V with the def2-TZVPD basis set) results for a structure of composition C4H6IN2S.

highest occupied orbital energy	-12.93	eV
total charge	+1

Each line ends with the Mulliken charge.
Geometry (Å):
I 3.20 -0.62 -0.71  0.252
S 0.24 -1.16 -2.00  0.096
N 1.17 0.97 1.25  -0.221
N 1.18 -0.05 -1.09  -0.477
C -1.42 -0.60 0.20  -0.300
C 0.47 0.72 0.22  0.908
C -0.94 -1.48 -0.63  -0.309
C -0.99 0.83 -0.13  -0.872
H -1.92 -0.62 1.09  0.430
H 2.18 0.54 1.14  0.057
H -1.21 0.89 -1.17  0.334
H -1.64 1.55 0.40  0.417
H 0.83 1.62 1.96  0.309
H -1.15 -2.58 -0.53  0.375



no.,energy (eV)
1,-54983.733
2,-42752.619
3,-39235.101
4,-127237.042
5,-16592.369
6,-8449.019
7,-11429.334
8,-10498.721
9,-10498.571
10,-12546.131
11,-19287.337
12,-21888.205
13,-42894.061
14,-12697.903
15,-10461.960
16,-20441.555
17,-22489.260
18,-31279.023
19,-15317.570
20,-26151.200